(1)
Below is an isolated ion of composition C11H22NO3 and charge +1, with properties calculated with ωB97M-V/def2-TZVPD.

XYZ file:
```
37
Properties=species:S:1:pos:R:3:forces:R:3:lowdin_charge:R:1
O 0.08264 0.72251 -1.12689 -0.258 -0.279 -0.133 0.044
O 0.91939 1.25500 0.94139 0.081 -0.431 0.089 0.098
O 1.72709 2.47699 2.76395 0.261 -0.176 0.163 0.125
N 1.67988 2.66394 -0.76693 -0.064 -0.203 -0.269 0.163
C -1.57840 -2.35180 -0.25958 0.096 -0.177 -0.335 -0.225
C -0.90831 -3.71131 -0.06748 -0.193 0.195 0.260 -0.269
C 1.15151 2.55843 1.54996 -0.306 0.679 -0.605 -0.502
C -1.37757 -1.75706 -1.65432 0.103 0.040 0.177 -0.199
C 0.34004 1.61160 -0.21704 -0.211 0.891 -0.046 -0.462
C 0.80020 -0.54185 -1.11144 0.157 -0.586 -0.112 -0.122
C 2.14037 3.18687 0.52131 0.195 0.027 0.965 -0.026
C -0.22972 3.23497 1.41492 0.179 -0.226 0.138 -0.034
C -0.72667 2.66862 0.07645 -0.036 -0.241 0.010 -0.018
C 0.07946 -1.50047 -2.04791 -0.180 0.356 0.201 -0.161
C -1.28777 -4.33340 1.27114 0.147 -0.011 -0.212 -0.108
H -2.65234 -2.47157 -0.10221 -0.021 0.061 0.094 0.118
H 3.14416 2.84317 0.77126 -0.066 0.017 -0.162 0.150
H -1.80337 -2.44059 -2.39014 -0.067 0.047 -0.053 0.119
H 1.82739 -0.36995 -1.44862 -0.046 0.057 0.056 0.133
H -1.21536 -4.37845 -0.87487 0.074 -0.017 -0.104 0.116
H -0.98701 -3.68859 2.09451 0.010 0.038 0.125 0.072
H -1.92739 -0.81616 -1.72181 -0.075 -0.030 -0.104 0.107
H -0.79978 -5.29624 1.39567 0.008 -0.100 0.102 0.073
H 1.13982 2.08320 3.42385 -0.064 0.128 -0.090 0.143
H -1.68577 2.15917 0.17019 0.054 -0.006 -0.039 0.144
H -0.82180 3.40781 -0.71419 0.000 -0.030 -0.074 0.132
H 2.37444 2.07983 -1.23071 -0.098 0.118 0.042 0.163
H 2.10887 4.27295 0.56704 0.028 -0.041 -0.109 0.148
H -0.87078 2.92870 2.24132 0.012 -0.002 -0.003 0.136
H -2.36269 -4.48523 1.33117 -0.113 -0.026 0.051 0.075
H 0.81803 -0.91833 -0.08734 0.013 0.077 -0.077 0.127
H -1.22035 -1.65759 0.50495 -0.040 0.055 0.129 0.103
H 0.63762 -2.43612 -2.05573 0.120 0.012 -0.037 0.119
H 1.35451 3.37529 -1.41885 0.090 -0.129 0.072 0.165
H -0.14818 4.31826 1.42861 0.030 0.020 0.050 0.133
H 0.10017 -1.08613 -3.05669 0.117 -0.055 -0.065 0.121
H 0.17767 -3.60648 -0.11493 0.065 -0.052 -0.093 0.101
```
Forces are in eV/Å.

Summary:
total charge = +1
energy above the lowest of the compared OMol25 structures with the same formula, charge and spin = 0.4377 eV
F_max = 0.985 eV Å⁻¹
HOMO = -13.65 eV
frontier orbital gap = 10.81 eV
SMILES = CCCCCCO[C@]12CC[C@](O)(C[NH2+]1)O2

(2)
Below is a 2-piece molecular cluster, C11H22O2P overall, with properties calculated with ωB97M-V/def2-TZVPD.

XYZ file:
```
36
Properties=species:S:1:pos:R:3:forces:R:3:lowdin_charge:R:1
P 2.33139 -4.05605 -1.21093 1.067 -0.996 -0.194 0.486
O 2.94122 -5.19395 -0.40672 -0.322 1.358 -0.120 -0.506
O 1.50777 -4.83047 -2.41508 -1.860 0.822 -0.592 -0.330
C -1.83784 -0.60041 -0.19903 -1.639 0.277 -1.698 -0.188
C -0.47824 2.93238 0.56638 0.706 -0.596 2.501 -0.401
C -1.79652 3.54746 0.95094 -1.106 3.782 0.057 -0.113
C -0.56313 -1.38370 -0.36236 -0.053 -0.032 3.491 -0.423
C 3.36938 -2.92670 -2.11254 -2.008 -2.164 -0.783 -0.275
C -1.62173 0.90635 -0.34712 2.314 -2.779 0.978 -0.168
C 0.69625 0.61803 0.50702 0.282 1.040 1.866 -0.158
C -0.66323 1.39451 0.73304 2.522 0.618 -4.262 -0.278
C 0.71992 3.47357 1.42337 0.003 0.560 1.955 -0.099
C -0.84087 -2.81219 -0.11040 -0.112 0.552 -3.800 0.014
C 0.53864 -0.87236 0.66211 0.415 -3.048 0.221 -0.178
H -2.25343 -0.81570 0.75207 -0.591 -0.255 1.128 0.101
H 0.64628 -4.34876 -2.55426 1.318 -0.744 0.249 0.038
H 1.33882 1.12358 1.29460 -0.016 -1.155 -1.086 0.105
H 2.81494 -2.53947 -2.97988 0.155 -0.042 0.170 -0.054
H 3.74919 -2.18099 -1.51997 1.244 1.898 1.436 -0.111
H -0.20282 -1.12899 -1.29489 1.070 0.065 -2.346 0.103
H 0.46046 -1.27851 1.73355 -0.989 1.018 -1.145 0.129
H -1.69020 -3.26901 -0.59807 0.004 -0.097 -0.650 0.039
H -1.21143 0.97583 -1.33314 0.650 0.757 -0.657 0.120
H 0.79632 2.94338 2.46499 -0.307 0.926 -1.777 0.105
H 1.38565 -1.61419 0.40378 -0.392 1.902 -0.196 0.096
H 1.13018 0.75057 -0.48948 -0.172 0.658 0.061 0.125
H -0.82310 -3.09581 0.83977 0.552 -1.241 4.081 -0.013
H -2.51525 1.36115 -0.34413 -3.289 1.817 0.102 0.055
H -0.24451 3.19559 -0.44544 -0.107 0.005 -0.782 0.127
H 1.66202 3.27077 0.92644 0.150 -0.186 -0.101 0.050
H -2.54190 3.37430 0.15789 0.175 0.136 0.370 0.065
H -1.63159 4.70507 0.99346 -0.407 -1.696 -0.390 0.095
H -2.33754 3.42372 1.93107 1.113 -0.853 -0.685 0.093
H -0.97234 1.25630 1.70819 -0.963 -0.697 2.085 0.119
H -2.63545 -0.92334 -0.97981 1.256 0.293 1.104 0.142
H 0.77270 4.61803 1.65462 -0.662 -1.906 -0.588 0.091
```
Forces are in eV/Å.

Summary:
total charge = -1
energy above the lowest of the compared OMol25 structures with the same formula, charge and spin = 3.2981 eV
F_max = 4.991 eV Å⁻¹
HOMO (spin up / spin down) = -3.42 / -2.19 eV
frontier orbital gap (spin up / spin down) = 6.20 / 4.97 eV

(3)
Below is C11H22O5PYb as an isolated structure, with properties calculated with ωB97M-V/def2-TZVPD.

XYZ file:
```
40
Properties=species:S:1:pos:R:3:forces:R:3:lowdin_charge:R:1
Yb -1.54442 2.61445 -0.99802 1.773 1.057 -1.238 1.540
P 0.16757 -4.02122 0.00756 -0.925 0.919 -0.704 0.602
O 3.52030 0.87006 -0.90483 0.084 -0.188 0.222 -0.109
O -4.68528 1.67468 -0.23947 0.091 -0.508 -0.213 0.016
O -4.09342 3.72709 0.26125 2.462 3.666 -1.565 0.125
O 1.31447 -4.57611 -0.70105 1.255 -0.772 -0.542 -0.428
O 1.33625 -0.70862 -1.40023 0.171 -1.420 0.693 -0.071
C -3.36087 -0.30625 0.27384 1.835 0.112 -0.084 -0.112
C 0.97041 -1.52960 -0.25695 -0.574 -1.009 -0.809 -0.229
C 1.19695 0.60385 -1.30403 -0.661 1.250 -0.583 -0.348
C -4.54772 2.72009 0.60220 -1.929 -2.281 1.667 -0.349
C -3.42417 1.03530 -0.35395 -0.823 -0.087 0.005 -0.333
C -1.43589 -1.98325 0.50513 0.627 0.107 -1.097 -0.292
C 2.45808 1.39295 -1.61398 -0.233 0.881 0.470 -0.216
C -0.29563 -2.34745 -0.46368 0.006 -0.075 1.724 -0.338
C -1.83520 -0.51337 0.52784 -1.312 -0.897 0.336 -0.197
C 3.91149 1.64751 0.21749 1.033 -0.339 0.115 -0.253
C 4.65770 0.75774 1.20763 -0.879 0.471 -0.013 -0.043
H -3.11649 0.98400 -1.42839 -0.271 -0.135 0.122 0.124
H -3.69089 -1.06639 -0.40887 -0.537 -0.309 -0.137 0.135
H 5.66987 1.08768 1.33226 0.572 -0.153 0.000 0.071
H 1.77563 -2.24133 -0.17095 0.648 -0.059 -0.156 0.095
H -1.32554 0.05804 -0.24395 0.773 0.043 -0.434 0.043
H 0.94476 -0.98696 0.68925 0.054 0.813 -0.068 0.126
H 3.08126 2.13611 0.71743 -0.547 0.012 -0.109 0.105
H 2.26612 2.41467 -1.25623 -0.093 0.286 -0.238 0.107
H 0.42788 0.89862 -2.08356 -0.384 0.608 -0.175 0.089
H -1.02307 -4.76934 -0.11651 -0.096 0.022 0.317 0.013
H -1.20443 -2.30300 1.52316 -0.058 -0.012 0.437 0.094
H -2.30223 -2.54543 0.18730 -0.372 -0.310 0.086 0.094
H 4.57986 -0.26246 0.87982 0.292 -0.461 -0.183 0.081
H 2.66614 1.47945 -2.66952 0.159 -0.419 -0.430 0.132
H 4.58976 2.41965 -0.12819 0.031 0.427 -0.170 0.119
H -4.81687 2.55441 1.64574 -0.610 -0.333 0.117 0.176
H 4.16072 0.81949 2.16356 -0.009 -0.060 0.462 0.068
H -2.69140 1.67666 0.20001 -1.059 -1.030 0.921 0.009
H -1.61798 -0.13104 1.51381 0.292 0.680 0.241 0.120
H 0.38914 -3.94242 1.41349 -0.259 -0.130 0.103 0.020
H -3.88514 -0.29421 1.20998 -0.533 -0.233 0.274 0.139
H 0.81224 0.95592 -0.33637 0.009 -0.134 0.634 0.075
```
Forces are in eV/Å.

Summary:
total charge = +1
F_max = 4.686 eV Å⁻¹
HOMO = -8.91 eV
frontier orbital gap = 2.56 eV

(4)
Below is C11H23BN3OPSSc as an isolated structure, with properties calculated with ωB97M-V/def2-TZVPD.

XYZ file:
```
42
Properties=species:S:1:pos:R:3:forces:R:3:lowdin_charge:R:1
Sc 0.88379 0.06954 0.32431 -0.428 1.519 -2.295 0.907
S 3.99763 -2.34595 1.85698 -1.036 -0.281 -0.165 1.180
P -2.86567 2.81050 -1.28292 -1.005 -3.045 0.955 0.860
O 0.95187 0.74131 -1.50567 0.546 1.027 1.377 -0.310
N 1.53361 -1.86698 1.09107 1.260 -0.611 1.359 -0.005
N 1.22511 2.46188 2.47310 0.425 0.349 -0.719 0.068
N 2.63685 0.10532 1.74319 0.793 -1.104 1.473 0.005
C 3.53210 -4.86558 0.61013 -0.299 -0.387 -0.098 -0.049
C 0.86419 -4.04656 0.11694 0.157 -0.470 -0.094 -0.001
C 3.05808 -3.66535 1.13913 -0.122 0.023 -0.547 -0.418
C 1.35102 -5.23989 -0.43133 -0.374 0.533 0.228 -0.038
C -1.97917 2.18444 -2.70046 0.351 0.552 -0.745 -0.207
C 2.60991 -1.33664 1.64673 0.147 -0.704 -1.042 -0.653
C 0.36461 -0.41192 -1.77129 -1.547 -2.079 1.374 -0.274
C 1.74670 -3.25459 0.85412 -0.016 0.978 -0.494 -0.270
C 2.67871 -5.62607 -0.21342 0.529 0.230 0.574 -0.034
C -4.14419 4.04307 -1.40577 -0.067 0.597 -0.139 -0.205
C -3.26578 1.49295 -0.13150 -1.002 -1.090 0.576 -0.217
B 0.09296 1.67344 2.81723 -1.155 1.373 -1.708 -0.141
H -1.53937 3.87614 -0.84828 0.500 0.355 0.638 0.070
H 1.25642 3.05518 1.60788 0.002 -1.415 0.843 0.120
H -0.50741 1.13468 1.77013 0.525 0.451 0.878 0.019
H -0.16410 -3.71014 -0.03481 0.362 -0.113 -0.078 0.125
H 4.54815 -5.17122 0.83831 -0.119 -0.125 -0.266 0.122
H 3.05520 -6.53344 -0.69407 -0.087 0.338 0.305 0.126
H -1.26713 1.36611 -2.49298 -0.624 0.237 0.428 0.032
H -4.12094 4.53553 -2.38406 0.008 0.042 0.222 0.077
H 2.25312 0.36878 2.65151 0.312 0.036 -0.064 0.081
H -5.14508 3.63077 -1.24522 0.260 -0.154 -0.060 0.076
H -2.69370 1.55677 0.80000 0.056 0.144 -0.220 0.028
H -3.12160 0.47819 -0.53235 0.320 0.420 -0.201 0.065
H -2.62018 1.91850 -3.54609 0.010 0.036 0.169 0.080
H -0.63135 1.72788 3.77139 0.951 -0.765 0.252 0.054
H 2.10470 2.59910 2.97983 -1.084 0.526 0.478 0.104
H -1.34724 3.03648 -2.99458 -0.153 -0.204 -0.373 0.057
H -0.21738 -0.63455 -2.67537 0.654 -0.077 0.467 0.076
H -3.93842 4.77596 -0.60224 -0.166 -0.157 -0.439 0.081
H -1.61251 4.24248 -1.49748 1.205 1.977 -0.791 0.090
H 0.45615 -1.25130 -0.95748 -0.168 0.344 -1.980 -0.009
H -4.32153 1.49195 0.17804 0.168 0.371 -0.144 0.069
H 0.69488 -5.85507 -1.05710 0.316 0.263 0.315 0.126
H 3.60696 0.43830 1.73446 -0.403 0.054 -0.247 0.132
```
Forces are in eV/Å.

Summary:
total charge = +2
energy above the lowest of the compared OMol25 structures with the same formula, charge and spin = 3.1338 eV
F_max = 3.346 eV Å⁻¹
HOMO (spin up / spin down) = -11.58 / -11.58 eV
frontier orbital gap (spin up / spin down) = 5.04 / 4.45 eV
2S+1 = 2

(5)
Below is a 2-piece molecular cluster, C11H23BNO4 overall, with properties calculated with ωB97M-V/def2-TZVPD.

XYZ file:
```
40
Properties=species:S:1:pos:R:3:forces:R:3:lowdin_charge:R:1
O -3.40507 4.16994 1.74755 -0.122 -0.081 -0.034 0.002
O 4.10922 -0.90582 -1.07048 1.177 -0.503 3.228 -0.191
O -2.90992 2.36346 0.66092 -0.286 0.271 0.308 0.040
O -4.81916 3.46217 0.12370 -0.029 0.063 0.175 0.116
N 1.29130 -2.54810 -1.03024 -1.419 3.329 1.538 0.115
C -3.81701 3.33681 0.78011 0.461 -0.294 -0.168 -0.601
C -0.71093 -2.04749 0.49550 0.489 0.743 1.155 -0.082
C 4.51521 0.01308 0.13733 -1.039 -3.665 -2.651 -0.065
C 0.40364 -1.72871 -0.57740 0.485 -0.709 -1.558 -0.405
C 3.28634 -4.13520 -0.71875 -0.343 -1.365 -0.327 -0.146
C 4.35211 -1.62197 0.20724 -1.301 2.976 0.643 -0.242
C 2.97423 -2.14145 1.02236 2.168 1.289 -1.091 -0.102
C 0.46703 -0.22053 -1.12402 -0.113 -0.747 -0.388 -0.062
C -2.86794 1.94741 -1.73893 -0.054 0.382 -0.049 -0.067
C -3.17421 1.39229 -0.36138 0.038 -0.481 -0.610 -0.207
C -4.23532 5.31717 1.90865 -0.122 0.287 0.134 -0.053
B 2.15375 -3.19992 0.06736 0.851 -2.084 -0.502 -0.774
H -4.20220 1.02824 -0.29025 0.010 0.248 0.061 0.125
H 0.08009 -0.13268 -2.18867 0.202 -0.105 1.222 0.067
H -0.08512 0.48711 -0.44120 0.574 -0.518 -0.719 0.047
H -2.51828 0.54232 -0.16313 0.047 0.242 0.252 0.103
H -0.64699 -1.24858 1.31124 -0.214 -0.881 -0.869 0.071
H -4.13851 5.97069 1.04000 -0.155 -0.079 0.002 0.097
H -3.52665 2.78235 -1.98690 -0.075 -0.130 0.047 0.069
H 1.57801 0.00686 -1.19434 -1.393 -0.152 0.275 0.063
H 5.49736 0.45247 -0.17127 -1.088 -0.060 0.842 0.075
H -3.88969 5.85601 2.79024 0.168 -0.211 -0.051 0.091
H 4.09308 -4.53282 -0.02152 -0.578 0.500 -0.882 0.036
H 2.42497 -1.19038 1.28614 0.456 -0.877 -0.077 0.073
H 3.70395 -3.64600 -1.64841 -0.100 -0.361 1.075 0.042
H -1.76597 -1.99507 0.09100 1.180 -0.001 0.079 0.059
H -5.27760 5.03385 2.06131 0.073 -0.007 -0.164 0.094
H -2.99125 1.17707 -2.50162 0.063 -0.029 0.087 0.082
H 1.49449 -3.97960 0.72904 -0.221 -0.177 0.692 0.060
H 3.34582 -2.63263 1.96764 -0.338 0.475 -0.832 0.081
H 5.32650 -2.25169 0.33391 -1.833 1.249 -0.657 0.134
H -0.56587 -3.03467 1.02303 0.013 0.990 -0.908 0.059
H 3.56466 0.59314 0.31340 1.610 -0.300 0.388 0.084
H 2.73052 -5.06612 -1.08948 0.739 0.990 0.318 0.035
H -1.84457 2.32699 -1.77970 0.022 -0.218 0.019 0.080
```
Forces are in eV/Å.

Summary:
total charge = -1
energy above the lowest of the compared OMol25 structures with the same formula, charge and spin = 2.1262 eV
F_max = 4.641 eV Å⁻¹
HOMO = -3.06 eV
frontier orbital gap = 5.45 eV

How do the records compare in total energy? In the order shown, they have -19390.2927 -25144.8162 -62803.9683 -59778.8103 -22133.7717 eV.